Density functional theory data (ωB97M-V with the def2-TZVPD basis set) for a structure of composition C28H28Cl3MnN6O3S5.

Computed properties:
Total energy in eV: -167641.288
F_max in eV/A: 0.40
Total charge: -1
Energy relative to the best compared isomer or geometry (same formula, charge and spin) in eV: 0.0000
2S+1: 2
⟨S²⟩: 0.83

The geometry in XYZ format:
```
74
C28H28Cl3MnN6O3S5, DFT ωB97M-V with the def2-TZVPD basis set
Mn -0.684 -0.893 0.935
C 2.801 1.913 4.682
C 3.095 0.424 4.533
N 1.890 -0.368 4.365
C 1.245 -0.486 3.174
S -0.071 -1.614 3.118
N 1.710 0.271 2.200
N 0.967 0.192 1.067
C 1.394 0.797 0.010
C 2.713 1.495 -0.072
C 0.498 0.661 -1.140
C 0.692 1.284 -2.367
C -0.225 1.081 -3.383
C -1.303 0.239 -3.165
C -1.439 -0.346 -1.918
N -0.574 -0.130 -0.931
H 3.726 2.471 4.846
H 2.135 2.087 5.527
H 2.314 2.288 3.783
H 3.601 0.057 5.428
H 3.761 0.264 3.681
H 1.685 -1.094 5.028
H 3.021 1.821 0.916
H 2.679 2.354 -0.741
H 3.479 0.801 -0.433
H 1.535 1.944 -2.517
H -0.102 1.589 -4.330
H -2.044 0.053 -3.930
H -2.271 -0.991 -1.668
Cl -4.809 -1.512 -1.090
C -4.714 -2.570 0.335
Cl -5.455 -1.739 1.717
Cl -5.623 -4.053 -0.018
C -3.216 -2.901 0.744
O -3.032 -3.993 1.258
O -2.428 -1.958 0.492
S -0.901 4.971 -2.116
C -1.041 4.066 -0.718
S -2.140 2.739 -0.552
C -1.460 2.308 1.011
N -0.538 3.137 1.380
N -0.333 4.132 0.435
C 0.699 5.062 0.767
C 0.660 6.381 0.333
C 1.678 7.249 0.703
C 2.719 6.817 1.511
C 2.729 5.507 1.969
C 1.721 4.630 1.605
S -1.982 0.925 1.902
H -0.150 6.714 -0.294
H 1.648 8.275 0.359
H 3.508 7.501 1.797
H 3.522 5.162 2.622
H 1.689 3.621 1.986
C -2.704 -4.751 -5.065
C -2.006 -4.545 -3.747
C -0.933 -3.665 -3.639
C -0.319 -3.435 -2.417
C -0.782 -4.101 -1.295
C -1.861 -4.971 -1.370
C -2.459 -5.195 -2.601
S -0.079 -3.744 0.305
C 1.285 -4.908 0.250
O 0.605 -2.398 0.150
H -2.074 -4.441 -5.899
H -3.626 -4.166 -5.107
H -2.974 -5.798 -5.209
H -0.587 -3.136 -4.520
H 0.486 -2.717 -2.314
H -2.259 -5.414 -0.466
H -3.313 -5.859 -2.665
H 1.881 -4.760 -0.650
H 0.870 -5.915 0.281
H 1.875 -4.715 1.144
```


Density functional theory data (ωB97M-V with the def2-TZVPD basis set) for a cluster of 2 separate species, BrH2OP in total in a non-equilibrium geometry.

Computed properties:
Total energy in eV: -81409.083
F_max in eV/A: 6.04
Total charge: 0
Energy relative to the best compared isomer or geometry (same formula, charge and spin) in eV: 2.5645

The geometry in XYZ format:
```
5
BrH2OP, DFT ωB97M-V with the def2-TZVPD basis set
O 0.555 -0.768 -0.511
P -3.615 -1.308 -0.179
Br -4.347 0.680 0.251
H -0.308 -0.950 -0.491
H 0.742 -1.001 0.460
```


Density functional theory data (ωB97M-V with the def2-TZVPD basis set) for the molecule C19H29N3O2S.

Computed properties:
SMILES string: COc1ccc(NC(=S)N2CCC(N(C)C[C@@H]3CCCO3)CC2)cc1
Total energy in eV: -39573.918
F_max in eV/A: 0.71
Total charge: 0
Energy relative to the best compared isomer or geometry (same formula, charge and spin) in eV: 1.3392

The geometry in XYZ format:
```
54
C19H29N3O2S, DFT ωB97M-V with the def2-TZVPD basis set
C 2.409 4.147 0.097
O 2.771 3.517 -1.108
C 1.910 2.613 -1.652
C 0.675 2.265 -1.119
C -0.112 1.318 -1.752
C 0.324 0.688 -2.911
N -0.454 -0.294 -3.550
C -1.422 -1.055 -2.944
S -2.845 -1.317 -3.751
N -1.147 -1.598 -1.742
C -2.176 -2.209 -0.934
C -2.117 -1.628 0.477
C -0.731 -1.874 1.102
N -0.553 -1.370 2.457
C -1.151 -2.230 3.460
C -0.904 0.024 2.667
C 0.064 0.746 3.627
C 1.539 0.569 3.234
C 2.007 -0.525 4.188
C 1.184 -0.198 5.430
O -0.069 0.257 4.956
C 0.356 -1.317 0.175
C 0.186 -1.858 -1.243
C 1.547 1.064 -3.463
C 2.327 2.013 -2.843
H 3.243 4.801 0.349
H 1.502 4.749 -0.019
H 2.263 3.420 0.903
H 0.305 2.732 -0.219
H -1.086 1.078 -1.353
H -0.622 -0.146 -4.536
H -3.144 -2.011 -1.397
H -2.023 -3.295 -0.901
H -2.891 -2.093 1.088
H -2.321 -0.557 0.428
H -0.584 -2.959 1.165
H -2.240 -2.334 3.345
H -0.954 -1.806 4.441
H -0.697 -3.220 3.403
H -1.921 0.129 3.074
H -0.861 0.564 1.720
H -0.222 1.809 3.629
H 2.091 1.492 3.416
H 1.644 0.287 2.190
H 1.721 -1.500 3.796
H 3.077 -0.503 4.379
H 1.667 0.599 6.016
H 1.010 -1.056 6.082
H 0.311 -0.230 0.146
H 1.337 -1.607 0.555
H 0.929 -1.421 -1.908
H 0.332 -2.948 -1.231
H 1.879 0.604 -4.382
H 3.277 2.309 -3.259
```


Density functional theory data (ωB97M-V with the def2-TZVPD basis set) for a cluster of 2 separate species, C5H10NO4S in total in a non-equilibrium geometry.

Computed properties:
Total energy in eV: -25861.846
F_max in eV/A: 3.11
Total charge: -1
Energy relative to the best compared isomer or geometry (same formula, charge and spin) in eV: 1.5204

The geometry in XYZ format:
```
21
C5H10NO4S, DFT ωB97M-V with the def2-TZVPD basis set
C 3.210 -2.109 -0.285
C -0.353 -1.492 0.808
C -0.498 0.267 -0.986
C 0.786 0.637 1.067
C -0.467 0.009 0.553
N 3.927 -1.181 -0.499
O 2.525 2.301 1.228
O 2.627 -3.084 -0.081
O 2.387 0.968 -0.794
O 0.888 2.991 -0.628
S 1.676 1.695 0.255
H -1.164 -2.178 0.521
H 0.493 -1.809 0.342
H -0.079 -1.528 1.824
H -0.099 1.254 -1.129
H -1.501 0.111 -1.507
H 0.128 -0.443 -1.450
H 0.756 0.940 2.132
H -1.310 0.243 1.149
H 1.613 3.469 -1.040
H 3.481 -0.214 -0.672
```


Density functional theory data (ωB97M-V with the def2-TZVPD basis set) for a structure of composition Cl5Mg6 in a non-equilibrium geometry.

Computed properties:
Total energy in eV: -95185.833
F_max in eV/A: 3.00
Total charge: +7

The geometry in XYZ format:
```
11
Cl5Mg6, DFT ωB97M-V with the def2-TZVPD basis set
Mg 28.454 -14.594 14.124
Mg 29.870 -18.109 11.951
Mg 29.431 -22.436 11.999
Mg 34.427 -16.516 10.764
Mg 29.591 -20.770 15.971
Mg 29.405 -18.143 7.415
Cl 30.006 -20.224 13.098
Cl 29.328 -18.580 9.639
Cl 32.319 -17.460 11.675
Cl 27.892 -19.028 16.012
Cl 28.669 -16.406 12.677
```


Density functional theory data (ωB97M-V with the def2-TZVPD basis set) for a cluster of 2 separate species, CH3F2PS in total in a non-equilibrium geometry.

Computed properties:
Total energy in eV: -26640.977
F_max in eV/A: 2.95
Total charge: 0
Energy relative to the best compared isomer or geometry (same formula, charge and spin) in eV: 5.2890

The geometry in XYZ format:
```
8
CH3F2PS, DFT ωB97M-V with the def2-TZVPD basis set
C -0.025 0.798 -0.235
F -1.018 1.474 0.282
F 0.863 1.672 -0.725
P -0.439 -0.632 -1.337
S 1.059 -0.346 2.152
H -0.437 -1.548 -0.255
H -1.904 -0.265 -1.237
H 1.902 -1.152 1.355
```


Density functional theory data (ωB97M-V with the def2-TZVPD basis set) for a structure of composition C14H26CuF3N2O2 in a non-equilibrium geometry.

Computed properties:
Total energy in eV: -74796.182
F_max in eV/A: 2.35
Total charge: +1
2S+1: 2
⟨S²⟩: 0.75

The geometry in XYZ format:
```
48
C14H26CuF3N2O2, DFT ωB97M-V with the def2-TZVPD basis set
C 0.472 -1.559 1.939
C 1.414 -0.401 1.529
C 2.405 -0.230 2.685
C 0.657 0.941 1.422
C 0.162 1.287 -0.001
C 1.048 2.420 -0.560
N 2.494 2.227 -0.300
C -1.265 1.857 0.008
C -2.308 0.935 0.633
O -3.249 0.597 -0.379
C -3.969 -0.573 -0.036
C -5.260 -0.634 -0.852
F -5.461 -1.860 -1.288
F -5.208 0.149 -1.884
F -6.294 -0.315 -0.125
C 0.140 0.046 -0.898
C 1.439 -0.780 -0.919
C 2.329 -0.230 -2.078
C 1.149 -2.236 -1.295
N 2.216 -0.682 0.320
O 3.061 -1.630 0.453
H -0.315 -1.128 2.543
H -0.025 -2.058 1.114
H 1.006 -2.240 2.590
H 2.839 -1.185 2.949
H 1.858 0.105 3.560
H 3.198 0.461 2.429
H 1.329 1.696 1.804
H -0.167 0.918 2.121
H 0.892 2.497 -1.634
H 0.719 3.353 -0.112
H 2.803 3.002 0.277
H 3.026 2.347 -1.153
H -1.546 2.037 -1.025
H -1.251 2.823 0.497
H -2.839 1.492 1.406
H -1.871 0.048 1.091
H -3.346 -1.441 -0.259
H -4.224 -0.549 1.022
H -0.647 -0.622 -0.554
H -0.115 0.282 -1.929
H 2.020 -0.772 -2.993
H 3.376 -0.459 -1.920
H 2.148 0.810 -2.292
H 1.912 -2.570 -2.026
H 0.152 -2.308 -1.726
H 1.180 -2.929 -0.465
Cu 1.922 -2.935 -3.690
```


Density functional theory data (ωB97M-V with the def2-TZVPD basis set) for a structure of composition C50H48Cl3N4O3PPbS2Se.

Computed properties:
Total energy in eV: -203851.605
F_max in eV/A: 0.53
Total charge: 0
Energy relative to the best compared isomer or geometry (same formula, charge and spin) in eV: 2.2189

The geometry in XYZ format:
```
113
C50H48Cl3N4O3PPbS2Se, DFT ωB97M-V with the def2-TZVPD basis set
Pb -0.101 0.355 0.444
O 3.175 2.982 -0.402
C 2.483 2.012 -0.699
O 2.050 1.133 0.143
C 2.117 1.688 -2.127
C 3.061 1.271 -2.958
C 2.668 0.594 -4.236
C 1.435 1.195 -4.832
C 0.474 1.576 -4.010
C 0.669 1.359 -2.519
P -0.597 2.254 -1.516
C -0.372 4.037 -1.740
C 0.376 4.697 -0.765
C 0.659 6.051 -0.893
C 0.192 6.752 -1.994
C -0.556 6.102 -2.970
C -0.838 4.750 -2.846
C -2.221 1.871 -2.276
C -2.477 0.733 -3.045
C -3.754 0.500 -3.544
C -4.793 1.378 -3.269
C -4.555 2.494 -2.478
C -3.281 2.734 -1.984
H 4.110 1.309 -2.682
H 3.493 0.516 -4.938
H 1.343 1.270 -5.909
H -0.451 2.001 -4.379
H 0.752 4.143 0.090
H 1.244 6.553 -0.132
H 0.414 7.807 -2.098
H -0.920 6.650 -3.830
H -1.428 4.252 -3.606
H -1.676 0.029 -3.233
H -3.932 -0.378 -4.154
H -5.783 1.196 -3.669
H -5.361 3.177 -2.241
H -3.109 3.605 -1.363
S 0.852 1.516 3.194
C 2.470 1.012 2.981
N 3.420 1.828 2.527
C 4.759 1.356 2.163
C 4.710 -0.109 1.772
C 4.068 -0.898 2.893
N 2.818 -0.247 3.297
H 3.064 2.601 1.984
H 5.437 1.506 3.007
H 5.098 1.966 1.331
H 5.716 -0.483 1.579
H 4.112 -0.217 0.867
H 4.740 -0.974 3.752
H 3.831 -1.909 2.564
H 2.047 -0.815 3.609
Se 2.259 -1.310 -3.817
C 1.117 -1.091 -2.227
N 0.340 0.010 -2.004
C 3.183 -3.426 -0.981
C 1.735 -3.530 -1.480
C 0.978 -4.456 -0.510
C 1.045 -2.175 -1.416
C 1.642 -4.167 -2.874
C 2.730 -4.762 -3.501
C 2.599 -5.362 -4.750
C 1.371 -5.383 -5.392
C 0.274 -4.790 -4.776
C 0.412 -4.189 -3.535
H 3.174 -2.962 0.009
H 3.785 -2.797 -1.639
H 3.657 -4.408 -0.892
H 1.032 -4.053 0.508
H 1.415 -5.458 -0.509
H -0.075 -4.542 -0.794
H 0.347 -2.084 -0.581
H 3.704 -4.744 -3.030
H 3.466 -5.807 -5.223
H 1.269 -5.849 -6.365
H -0.690 -4.785 -5.271
H -0.438 -3.694 -3.076
Cl -0.070 5.163 2.849
C -1.722 4.602 3.028
Cl -1.982 3.952 4.646
Cl -2.857 5.923 2.700
C -1.999 3.529 2.055
N -2.216 2.711 1.282
O -2.106 -1.485 1.031
S -2.705 -2.733 0.437
C -2.211 -4.106 1.553
C -1.902 -3.580 2.918
C -2.875 -3.561 3.912
C -2.610 -2.995 5.152
C -1.364 -2.440 5.408
C -0.383 -2.466 4.424
C -0.651 -3.034 3.189
C -4.466 -2.651 0.833
C -5.202 -3.867 0.341
C -5.797 -4.748 1.240
C -6.437 -5.895 0.789
C -6.482 -6.177 -0.569
C -5.894 -5.302 -1.474
C -5.259 -4.155 -1.022
H -1.337 -4.541 1.070
H -3.019 -4.837 1.548
H -3.847 -4.004 3.721
H -3.376 -2.988 5.918
H -1.155 -1.985 6.368
H 0.591 -2.037 4.630
H 0.107 -3.042 2.413
H -4.788 -1.738 0.328
H -4.543 -2.502 1.911
H -5.768 -4.528 2.302
H -6.900 -6.568 1.500
H -6.977 -7.073 -0.922
H -5.929 -5.515 -2.536
H -4.804 -3.472 -1.732
```


Density functional theory data (ωB97M-V with the def2-TZVPD basis set) for a structure of composition C32H43CoN8O2P in a non-equilibrium geometry.

Computed properties:
Total energy in eV: -96811.105
F_max in eV/A: 1.49
Total charge: 0
2S+1: 2
⟨S²⟩: 0.76

The geometry in XYZ format:
```
87
C32H43CoN8O2P, DFT ωB97M-V with the def2-TZVPD basis set
Co 0.214 -0.049 -0.027
C -1.494 2.636 2.897
C -1.158 3.409 1.623
C 0.168 2.952 0.985
N 0.035 2.070 -0.157
C -0.159 2.560 -1.348
C -0.505 3.919 -1.589
C -0.971 4.543 -2.725
C -1.206 4.031 -4.001
C -0.800 2.789 -4.470
C -0.148 1.761 -3.810
C 0.141 1.576 -2.432
N 0.704 0.490 -1.973
C 1.538 -0.322 -2.830
C 2.655 -0.974 -2.004
C 3.149 -0.090 -0.855
N 2.218 -0.174 0.246
C 2.585 0.107 1.465
C 3.825 0.713 1.804
C 4.483 0.765 3.018
C 4.170 0.122 4.207
C 3.000 -0.582 4.481
C 1.827 -0.637 3.761
C 1.523 -0.116 2.472
N 0.307 0.126 2.047
C -0.780 0.149 3.010
C -1.863 1.164 2.641
H -2.326 3.139 3.397
H -0.635 2.691 3.573
H -1.094 4.475 1.861
H -1.974 3.287 0.902
H 0.736 2.398 1.729
H 0.768 3.827 0.710
H -0.451 4.561 -0.719
H -1.223 5.592 -2.596
H -1.680 4.694 -4.715
H -1.004 2.605 -5.521
H 0.120 0.914 -4.431
H 1.996 0.313 -3.598
H 0.964 -1.111 -3.322
H 3.483 -1.222 -2.670
H 2.288 -1.900 -1.562
H 3.247 0.951 -1.198
H 4.141 -0.435 -0.540
H 4.309 1.226 0.981
H 5.409 1.331 3.016
H 4.911 0.169 4.997
H 2.986 -1.103 5.434
H 1.015 -1.199 4.206
H -0.398 0.402 4.005
H -1.230 -0.845 3.060
H -2.762 0.913 3.209
H -2.092 1.032 1.580
C -5.354 0.954 -1.601
N -4.060 1.003 -2.390
C -3.984 -0.231 -3.291
N -4.151 -1.415 -2.535
C -5.407 -1.394 -1.806
N -5.470 -0.265 -0.883
C -4.491 -0.394 0.204
P -2.675 -0.446 -0.345
C -2.894 1.042 -1.468
C -2.998 -1.708 -1.677
H -6.175 1.052 -2.315
H -5.351 1.803 -0.917
H -4.037 1.840 -2.977
H -3.008 -0.219 -3.777
H -4.781 -0.129 -4.031
H -5.509 -2.321 -1.244
H -6.236 -1.318 -2.515
H -4.704 -1.324 0.735
H -4.636 0.424 0.914
H -2.004 1.117 -2.073
H -2.961 1.946 -0.859
H -3.160 -2.671 -1.189
H -2.103 -1.812 -2.291
O -0.319 -2.686 2.140
C -0.024 -3.032 1.014
C 0.397 -4.467 0.687
C 0.477 -4.479 -0.827
C 0.145 -3.039 -1.212
O 0.049 -2.696 -2.388
N -0.073 -2.254 -0.122
H -0.340 -5.157 1.095
H 1.349 -4.671 1.178
H -0.251 -5.138 -1.301
H 1.459 -4.741 -1.221
```


Density functional theory data (ωB97M-V with the def2-TZVPD basis set) for the ion C14H16N3O2 with charge +1 in a non-equilibrium geometry.

Computed properties:
SMILES string: O=COCCCC[n+]1ncccc1-c1ccccn1
Total energy in eV: -23327.974
F_max in eV/A: 5.46
Total charge: +1

The geometry in XYZ format:
```
35
C14H16N3O2, DFT ωB97M-V with the def2-TZVPD basis set
O -3.982 -2.094 -5.168
C -3.824 -2.002 -3.934
O -2.702 -2.605 -3.271
C -1.607 -1.653 -3.136
C -1.588 -0.981 -1.668
C -0.088 -0.491 -1.235
C 0.219 -1.172 0.215
N -0.452 -0.403 1.344
N -1.638 -0.886 1.662
C -2.338 -0.262 2.711
C -1.699 0.941 3.440
C -0.322 1.514 3.016
C 0.316 0.695 1.826
C 1.751 1.157 1.275
C 2.948 0.874 2.209
C 4.361 1.362 1.716
C 4.394 2.089 0.327
C 3.048 2.229 -0.424
N 1.757 1.811 0.008
H -4.620 -1.424 -3.326
H -1.655 -0.798 -3.904
H -0.629 -2.244 -3.267
H -2.322 -0.085 -1.711
H -2.046 -1.722 -0.930
H -0.148 0.645 -1.187
H 0.623 -0.864 -2.046
H -0.255 -2.223 0.143
H 1.329 -1.349 0.402
H -3.367 -0.674 3.018
H -2.277 1.424 4.302
H 0.189 2.407 3.505
H 2.842 0.361 3.227
H 5.281 1.215 2.371
H 5.402 2.473 -0.052
H 3.099 2.736 -1.458
```


Density functional theory data (ωB97M-V with the def2-TZVPD basis set) for the molecule C5H9NO4 in a non-equilibrium geometry.

Computed properties:
SMILES string: N[C@@H](CCC(=O)O)C(=O)O
Total energy in eV: -15011.125
F_max in eV/A: 2.89
Total charge: 0
Energy relative to the best compared isomer or geometry (same formula, charge and spin) in eV: 1.1191

The geometry in XYZ format:
```
19
C5H9NO4, DFT ωB97M-V with the def2-TZVPD basis set
N -0.185 -0.665 1.518
C -0.402 0.632 0.689
C -0.170 0.344 -0.934
C 1.282 -0.307 -1.111
C 1.228 -1.862 -1.181
O 1.482 -2.421 -2.185
O 0.930 -2.466 -0.048
C -1.670 1.397 0.971
O -2.551 0.823 1.516
O -1.685 2.665 0.489
H -1.094 -1.125 1.527
H -0.010 -0.371 2.473
H 0.461 1.206 1.010
H -1.020 -0.215 -1.330
H -0.078 1.303 -1.474
H 1.877 0.167 -0.308
H 1.756 -0.090 -2.101
H 0.760 -1.745 0.578
H -0.912 2.729 -0.099
```


Density functional theory data (ωB97M-V with the def2-TZVPD basis set) for a structure of composition C2H6N4 in a non-equilibrium geometry.

Computed properties:
Total energy in eV: -8128.944
F_max in eV/A: 4.66
Total charge: 0
Energy relative to the best compared isomer or geometry (same formula, charge and spin) in eV: 3.1491

The geometry in XYZ format:
```
12
C2H6N4, DFT ωB97M-V with the def2-TZVPD basis set
C -0.321 0.120 -0.256
C 1.629 -0.388 1.068
H -3.139 0.822 -0.953
H -1.947 -0.582 -1.939
H -0.398 -0.966 -0.492
H 0.697 1.458 1.043
H 2.405 0.085 1.721
H 2.396 -2.064 1.160
N -2.175 0.611 -1.529
N -1.242 0.920 -0.580
N 0.765 0.525 0.523
N 1.529 -1.648 0.812
```